Record 1
Computed, not measured: the molecule C4H4O3, with the ωB97M-V functional and the def2-TZVPD basis.

ORCA input file:
```
! wB97M-V def2-TZVPD RIJCOSX def2/J DEFGRID3
* xyz 0 1
O 2.28719 -0.40050 0.36448
C 1.30728 -0.64932 -0.29349
C 0.01047 0.10286 -0.11700
C -0.22926 0.61627 1.24886
O 0.07764 1.49208 0.19816
C -1.09873 -0.20422 -1.07667
O -1.03333 -1.09318 -1.89101
H 1.27147 -1.47875 -1.02103
H -1.23159 0.65298 1.67236
H 0.59975 0.47089 1.93982
H -1.96090 0.49091 -1.02448
*
```

Results
Relative energy (zero: lowest compared OMol25 entry of this formula, charge and spin) ... 217.5 kJ/mol
HOMO energy ... -10.08 eV
HOMO-LUMO gap ... 10.26 eV

=====

Record 2
Computed, not measured: a structure of composition CHI2N, with the ωB97M-V functional and the def2-TZVPD basis.

ORCA input file:
```
! wB97M-V def2-TZVPD RIJCOSX def2/J DEFGRID3
* xyz 0 1
C -0.14256 0.02616 0.01051
N 0.89688 -0.58274 0.02109
I -1.90087 -1.26583 0.03597
I -0.73808 2.14517 0.03606
H 1.88463 -0.32277 -0.10363
*
```

Results
Relative energy (zero: lowest compared OMol25 entry of this formula, charge and spin) ... 0.5 kJ/mol
HOMO energy ... -9.42 eV
HOMO-LUMO gap ... 8.64 eV

=====

Record 3
Computed, not measured: a structure of composition C23H19BeBr3CaCl8CsFNO6PS, with the ωB97M-V functional and the def2-TZVPD basis.

ORCA input file:
```
! wB97M-V def2-TZVPD RIJCOSX def2/J DEFGRID3
* xyz 2 1
O -0.41223 4.55673 -0.75395
C 0.64497 4.83715 -1.20597
N 1.89382 4.88148 -1.36634
C 2.37966 3.47828 -1.45580
C 3.24590 3.00587 -2.58390
C 3.65083 1.55682 -2.62208
C 3.16869 0.66483 -1.53702
C 2.29790 1.14354 -0.39754
C 1.89112 2.56462 -0.33959
C 1.84300 0.03620 0.65809
O 1.82638 0.23225 1.85428
C 1.44767 -1.38171 0.01717
C 0.28166 -2.20897 0.45185
C -0.02368 -3.51623 -0.24549
P -1.53027 -4.46706 0.32340
S -2.63032 -5.10859 -1.18013
C 0.84460 -4.03028 -1.38001
C 2.01154 -3.23417 -1.84823
C 2.30153 -1.88305 -1.11750
C 3.53575 -0.90708 -1.55608
O 4.68296 -1.31538 -1.84607
H 3.58216 3.72133 -3.41185
H 4.26936 1.15585 -3.46736
H 1.21940 2.92902 0.48510
H -0.39495 -1.85063 1.27181
H -1.22075 -5.58971 1.15144
H -2.34452 -3.55389 1.10231
H 0.62176 -4.99051 -1.92738
H 2.70466 -3.55565 -2.72740
Be 1.82566 -4.61167 -4.12425
C 1.31284 6.27168 2.79021
Cl 0.96133 8.02914 2.70662
Cl 1.63530 5.65448 1.15642
Cl 2.72968 6.01403 3.81366
Cl -0.08133 5.42182 3.47993
F -2.72823 -3.93607 -3.45046
Br -1.13079 3.06348 -2.02140
C -1.39251 2.25610 -3.78868
C -2.41696 1.14761 -3.75446
Br -1.67049 -0.48226 -2.97840
H -0.41316 1.92187 -4.12970
H -1.73353 3.07525 -4.42253
H -2.71890 0.86697 -4.76437
H -3.30247 1.39884 -3.17356
Cl -0.06224 10.13649 2.00469
Cs 2.34842 -1.72190 -4.42186
C 1.88692 7.13448 -4.23215
Cl 0.78000 6.34066 -5.36149
Cl 3.51685 6.46391 -4.38453
Cl 1.90515 8.87821 -4.50173
H 1.53548 6.94807 -3.22126
C -2.78201 -4.65685 6.55529
C -2.54342 -4.86691 5.06157
C -3.05207 -3.76080 4.20757
O -3.29808 -4.41395 2.95778
C -3.58106 -5.74218 3.26780
O -4.01153 -6.52826 2.49231
O -3.30771 -6.00155 4.56359
H -2.43037 -5.52433 7.11708
H -2.26025 -3.76075 6.93190
H -3.85862 -4.55848 6.76598
H -1.49256 -5.06352 4.87137
H -2.31763 -2.95296 4.08957
H -4.00318 -3.33714 4.56717
Br -0.75236 -3.42198 5.83924
Ca -4.88473 -2.85260 3.14528
*
```

Results
HOMO energy ... -11.07 eV
HOMO-LUMO gap ... 0.98 eV

=====

Record 4
Computed, not measured: a structure of composition C11H13NS, with the ωB97M-V functional and the def2-TZVPD basis.

ORCA input file:
```
! wB97M-V def2-TZVPD RIJCOSX def2/J DEFGRID3
* xyz 0 1
C 3.36586 0.42311 -0.04317
C 3.13643 -0.93858 -0.40601
C 2.27557 1.23695 0.18613
C 1.94141 -1.55320 -0.37630
C 1.02004 0.64480 0.02486
C 0.78100 -0.72307 -0.16645
C -0.08739 1.47805 0.17490
C -1.84184 0.80149 -0.20963
C -1.66877 -0.62865 0.37589
C -2.09153 0.89018 -1.66930
C -1.79296 -0.84431 2.00942
N -0.45746 -1.29842 -0.06303
S -0.07253 3.14931 0.30189
H 4.35765 0.73795 0.11436
H 4.13050 -1.29101 -0.70389
H 2.33690 2.25160 0.42331
H 1.82082 -2.65597 -0.59977
H -2.57242 1.45423 0.30294
H -2.50209 -1.24097 -0.17980
H -1.51182 0.27132 -2.30461
H -1.75673 1.90225 -2.10306
H -3.14591 0.81038 -1.93800
H -0.94961 -0.29898 2.42975
H -1.47813 -1.85149 2.23763
H -2.73717 -0.46867 2.46467
H -0.49981 -2.25829 -0.28274
*
```

Results
Relative energy (zero: lowest compared OMol25 entry of this formula, charge and spin) ... 148.8 kJ/mol
HOMO energy ... -7.77 eV
HOMO-LUMO gap ... 7.37 eV

=====

Record 5
Computed, not measured: a structure of composition C17H20N4O2PtS5, with the ωB97M-V functional and the def2-TZVPD basis.

ORCA input file:
```
! wB97M-V def2-TZVPD RIJCOSX def2/J DEFGRID3
* xyz 0 1
Pt 0.05549 0.55079 2.13431
O 0.60771 -0.63234 8.89343
C 0.49309 -0.40476 7.72807
S 1.80704 0.21376 6.70917
C 0.91903 0.24350 5.19506
C -0.39503 -0.16590 5.23793
S -1.45959 -0.26092 3.92222
S -1.00573 -0.64211 6.81711
S 1.76175 0.74894 3.81477
C 2.04000 -1.84214 0.89664
N 3.06463 -0.87193 1.14353
C 4.25786 -1.05614 1.79424
C 4.80833 0.15995 2.00704
N 3.95108 1.08891 1.47456
C 2.86531 0.45594 0.97227
S 1.54966 1.14932 0.18395
H 2.31404 -2.79475 1.33928
H 1.87409 -1.96058 -0.17569
H 1.09635 -1.46794 1.35393
H 4.61436 -2.02794 2.06178
H 5.72961 0.43511 2.47823
H 4.02280 2.08721 1.58693
C -1.93344 -2.08980 -4.74852
C -1.91410 -0.56574 -4.84058
N -1.66806 0.06872 -3.55453
C -0.39398 0.72788 -3.35863
C 0.79167 -0.23027 -3.36003
C -2.73580 0.22581 -2.74291
O -3.85618 -0.14225 -3.04901
C -2.51823 0.86689 -1.40276
C -3.27229 1.98758 -1.05800
C -3.19818 2.47809 0.23496
C -2.39086 1.82514 1.14765
N -1.67208 0.74982 0.82161
C -1.73768 0.27660 -0.41967
H -2.15099 -2.50584 -5.72905
H -2.71345 -2.40758 -4.06026
H -0.97619 -2.48383 -4.41445
H -2.89505 -0.23350 -5.19500
H -1.14065 -0.22807 -5.53171
H -0.41885 1.24711 -2.40119
H -0.26747 1.47928 -4.14990
H 0.59194 -1.06580 -2.69553
H 1.66723 0.30290 -3.00520
H 0.99794 -0.61327 -4.35526
H -3.91029 2.45197 -1.79443
H -3.76929 3.33982 0.54106
H -2.32491 2.14909 2.17901
H -1.16263 -0.61675 -0.62646
*
```

Results
HOMO energy ... -6.48 eV
HOMO-LUMO gap ... 6.10 eV

=====

Record 6
Computed, not measured: the molecule C6H6, with the ωB97M-V functional and the def2-TZVPD basis.

ORCA input file:
```
! wB97M-V def2-TZVPD RIJCOSX def2/J DEFGRID3
* xyz 0 1
C 3.05164 0.12391 0.38674
C 1.86737 -0.00828 0.56239
C 0.42318 -0.18109 0.77223
C -0.38375 -0.23743 -0.55475
C -1.80856 -0.16305 -0.47662
C -2.85902 0.44511 -0.62879
H 4.10119 0.24873 0.22876
H 0.03781 0.64506 1.37618
H 0.28443 -1.08624 1.39572
H -0.88183 0.73314 -1.13004
H 0.07756 -0.87741 -1.31287
H -3.91004 0.35755 -0.61897
*
```

Results
Relative energy (zero: lowest compared OMol25 entry of this formula, charge and spin) ... 575.6 kJ/mol
HOMO energy ... -9.03 eV
HOMO-LUMO gap ... 9.79 eV